1.
C33H38N3P2PtSe as an isolated structure. Source: the Open Molecules 2025 dataset; level of theory: ωB97M-V/def2-TZVPD.

```
! wB97M-V def2-TZVPD RIJCOSX def2/J DEFGRID3
* xyz -1 3
Pt 0.4270 -0.0353 2.6109
C -0.1301 -1.4901 6.6526
C -1.4931 -1.2762 6.8509
C -2.2231 -0.6437 5.8652
C -1.5943 -0.2069 4.6964
C -0.2142 -0.3913 4.4856
C 0.4932 -1.0691 5.4909
C -2.3083 0.4435 3.5995
C -3.6692 0.8309 3.6726
C -4.2395 1.4960 2.6388
C -3.4625 1.8521 1.5156
C -3.9894 2.5945 0.4353
C -3.1900 2.9614 -0.6073
C -1.8257 2.6119 -0.6005
C -1.3002 1.8684 0.4197
C -2.1072 1.4535 1.4949
N -1.5760 0.6954 2.5198
H 0.4506 -1.9954 7.4164
H -1.9772 -1.6128 7.7589
H -3.2878 -0.4993 6.0028
H 1.5483 -1.2603 5.3490
H -4.2382 0.5996 4.5608
H -5.2806 1.7966 2.6779
H -5.0385 2.8668 0.4555
H -3.5943 3.5153 -1.4448
H -1.1894 2.8992 -1.4268
H -0.2636 1.5795 0.4116
C 2.3599 2.2906 -0.5396
P 2.4751 0.6309 -1.3202
C 0.7618 0.3864 -1.8943
N 0.3038 1.1050 -2.9457
C -0.9942 0.8690 -3.3129
C -1.5579 1.5882 -4.3779
C -2.8784 1.3999 -4.7553
C -3.6707 0.4768 -4.0748
C -3.1342 -0.2453 -3.0201
C -1.8044 -0.0643 -2.6157
N -1.3301 -0.7485 -1.5267
C -0.0491 -0.5062 -1.1888
P 0.3893 -1.1944 0.4854
C -1.2109 -2.0192 0.8645
C 1.5140 -2.7083 0.2618
C 1.3257 -3.2171 -1.1697
C 1.0771 -3.7882 1.2613
C 2.9964 -2.4430 0.5181
C 3.4575 0.9566 -2.8842
C 3.1339 -0.1589 -3.8806
C 3.2118 2.3228 -3.5229
C 4.9336 0.8481 -2.4819
H 1.8450 3.0394 -1.1419
H 3.3580 2.6405 -0.2699
H 1.8204 2.0949 0.3841
H -0.9227 2.3007 -4.8924
H -3.2905 1.9674 -5.5815
H -4.7034 0.3254 -4.3658
H -3.7314 -0.9577 -2.4628
H -1.1718 -2.4386 1.8679
H -1.4465 -2.7896 0.1288
H -1.9962 -1.2709 0.8026
H 0.2714 -3.3588 -1.4187
H 1.8387 -4.1781 -1.2831
H 1.7444 -2.5124 -1.8897
H 0.1010 -4.2103 1.0286
H 1.0603 -3.3978 2.2827
H 1.8095 -4.5997 1.2274
H 3.3977 -1.6880 -0.1529
H 3.5398 -3.3816 0.3659
H 3.1630 -2.1152 1.5445
H 2.1030 -0.0863 -4.2249
H 3.2820 -1.1440 -3.4281
H 3.8003 -0.0842 -4.7469
H 2.1513 2.4732 -3.7163
H 3.7580 2.3865 -4.4715
H 3.5741 3.1281 -2.8794
H 5.1683 -0.1476 -2.0999
H 5.1913 1.5739 -1.7058
H 5.5729 1.0455 -3.3492
Se 2.6759 0.0202 3.0657
*
```

The value obtained for the HOMO-LUMO gap (spin up / spin down) is 0.1577 / 0.2322 Ha. The calculation puts the highest occupied orbital energy (spin up / spin down) at -2.3 / -4.4 eV. Its relative energy (zero: lowest compared OMol25 entry of this formula, charge and spin) is 12.8 kcal per mole.

***

2.
C33H39AgN2O5S2 as an isolated structure. Source: the Open Molecules 2025 dataset; level of theory: ωB97M-V/def2-TZVPD.

```
! wB97M-V def2-TZVPD RIJCOSX def2/J DEFGRID3
* xyz -2 1
Ag -0.8074 -1.0296 -0.8201
O -1.4692 -0.6235 2.1192
S -1.7421 -0.2658 3.5300
C -0.2178 -0.6011 4.4649
C 0.9862 0.3101 4.2869
C 1.5470 0.4603 2.8702
C 2.9067 1.1409 2.9830
S 3.5580 1.9764 1.5139
O 2.4671 2.8597 1.0149
C 3.7214 0.5629 0.4385
C 5.0005 0.0343 0.3013
C 5.1846 -1.0858 -0.4972
C 4.0964 -1.6568 -1.1454
C 2.8201 -1.1203 -1.0127
C 2.6352 0.0062 -0.2192
C -1.7464 1.5262 3.6225
C -1.6535 2.2373 2.4364
C -1.7206 3.6265 2.4899
C -1.8789 4.2771 3.7047
C -1.9838 3.5474 4.8848
C -1.9274 2.1640 4.8442
H 0.0061 -1.6237 4.1473
H -0.5200 -0.6377 5.5160
H 1.7738 -0.0977 4.9337
H 0.7533 1.3037 4.6816
H 0.8755 1.0606 2.2536
H 1.6358 -0.5124 2.3818
H 3.6879 0.4442 3.3015
H 2.8618 1.9528 3.7166
H 5.8365 0.5013 0.8109
H 6.1761 -1.5089 -0.6138
H 4.2348 -2.5411 -1.7569
H 1.9384 -1.6146 -1.4414
H 1.6389 0.4234 -0.1090
H -1.5349 1.7146 1.4881
H -1.6414 4.1957 1.5729
H -1.9245 5.3595 3.7327
H -2.1134 4.0558 5.8329
H -2.0212 1.5834 5.7562
N -0.6178 -0.9025 -4.1244
C -1.2774 -1.9626 -4.7184
C -1.0738 -3.2732 -4.2576
C -1.6850 -4.3327 -4.9027
C -2.5153 -4.1339 -6.0050
C -2.7326 -2.8355 -6.4467
C -2.1229 -1.7607 -5.8160
H -1.1534 -0.0436 -4.0408
H -0.2308 -1.1291 -3.2124
H -0.4749 -3.4067 -3.3535
H -1.5266 -5.3370 -4.5228
H -2.9944 -4.9726 -6.4971
H -3.3870 -2.6528 -7.2933
H -2.2963 -0.7488 -6.1661
C 1.1461 -4.9227 -0.7036
C 0.2318 -3.7651 -0.2293
C 0.7472 -3.3229 1.1687
C -1.1822 -4.3615 -0.0095
N 0.2475 -2.7286 -1.2107
H 1.1555 -5.7726 -0.0069
H 2.1689 -4.5518 -0.8178
H 0.8042 -5.2683 -1.6824
H 0.7465 -4.1497 1.8970
H 0.1114 -2.5162 1.5423
H 1.7690 -2.9416 1.0787
H -1.1800 -5.2086 0.6944
H -1.5834 -4.6943 -0.9700
H -1.8414 -3.5797 0.3757
O -3.5844 3.9262 -1.8868
C -2.3368 4.3072 -1.4683
C -2.0604 5.6346 -1.1602
C -0.7938 6.0039 -0.7217
C 0.1914 5.0409 -0.5744
C -0.1044 3.7141 -0.8671
C -1.3556 3.3275 -1.3278
C -1.5922 1.8610 -1.6732
O -1.8481 1.5923 -2.8505
O -1.4545 1.0827 -0.6847
H -4.1476 4.7054 -1.9000
H -2.8441 6.3806 -1.2638
H -0.5906 7.0426 -0.4873
H 1.1775 5.2965 -0.2093
H 0.6506 2.9542 -0.7102
*
```

The value obtained for the HOMO-LUMO gap is 0.1051 Ha. The calculation puts the highest occupied orbital energy at 1.0 eV. Its relative energy (zero: lowest compared OMol25 entry of this formula, charge and spin) is 0.5 kcal per mole.

***

3.
C33H39BCeN12Te as an isolated structure. Source: the Open Molecules 2025 dataset; level of theory: ωB97M-V/def2-TZVPD.

```
! wB97M-V def2-TZVPD RIJCOSX def2/J DEFGRID3
* xyz 2 1
Ce -15.4150 -11.4460 2.5781
C -15.9282 -10.4960 5.8210
C -16.0826 -11.9598 6.1814
N -15.5829 -12.9033 5.1487
C -16.3108 -14.1608 4.9637
C -17.4489 -14.0921 4.0092
C -18.3505 -15.1211 3.9852
C -19.4545 -15.0585 3.0892
C -19.5460 -13.9333 2.2557
C -18.6181 -12.9446 2.3507
C -18.7873 -11.6820 1.5424
N -17.8978 -10.5941 1.9665
C -18.4747 -9.6999 2.9752
C -18.0380 -10.0488 4.4262
N -16.5407 -10.0993 4.5552
N -17.5150 -13.0846 3.1081
H -16.3408 -9.9071 6.6522
H -14.8690 -10.1524 5.8170
H -15.6781 -12.1478 7.1677
H -17.1853 -12.1317 6.3366
H -14.6091 -13.0798 5.3731
H -15.6393 -14.9213 4.5508
H -16.7738 -14.5258 5.9467
H -18.3642 -15.8945 4.7554
H -20.1997 -15.8493 3.0664
H -20.4088 -13.9058 1.5850
H -18.4887 -11.9355 0.5059
H -19.8681 -11.4215 1.4944
H -17.6726 -10.0644 1.1205
H -18.2407 -8.6474 2.7712
H -19.5841 -9.7808 2.8935
H -18.3833 -9.2758 5.1283
H -18.4720 -10.9931 4.7859
H -16.2422 -9.1357 4.3564
C -14.1161 -15.9924 1.4608
C -15.0799 -14.9853 1.3992
N -14.6014 -13.8524 1.9750
N -13.2486 -14.1238 2.3316
C -12.9565 -15.3920 2.0652
B -12.2698 -12.9594 2.6230
N -12.2771 -11.8847 1.5195
C -11.1875 -11.1860 1.1427
C -11.5845 -10.0596 0.4287
C -12.9885 -10.1215 0.3330
N -13.4605 -11.2025 1.0534
N -12.7856 -12.3869 4.0187
C -12.1097 -12.6572 5.2046
C -11.9607 -11.4942 5.9470
C -12.6842 -10.4919 5.2203
N -13.1784 -11.0239 4.0446
H -14.2880 -17.0844 1.2138
H -16.0893 -14.8985 0.9934
H -12.0325 -15.8655 2.3307
H -11.1589 -13.4307 2.7588
H -10.2077 -11.5062 1.4225
H -10.9579 -9.3242 -0.0843
H -13.6984 -9.4653 -0.1479
H -11.8419 -13.6638 5.3988
H -11.4731 -11.3667 6.9367
H -12.7214 -9.4341 5.3655
Te -15.6024 -7.7489 2.1156
C -13.7248 -6.6907 2.3487
C -13.1011 -6.6125 3.5699
C -11.8041 -6.0574 3.6589
C -11.2142 -5.4750 2.5234
C -11.8548 -5.5250 1.2864
C -13.1128 -6.1175 1.1954
H -13.6592 -7.0225 4.4261
H -11.3380 -5.9937 4.6651
H -10.1988 -5.0482 2.6247
H -11.4174 -5.1705 0.3520
H -13.6950 -6.0806 0.2801
N -15.8682 -12.4585 -2.1480
C -15.5394 -11.9333 -0.9521
N -16.3475 -11.0155 -0.5235
C -17.3279 -10.8603 -1.5521
C -18.4291 -10.0036 -1.6767
C -19.1698 -10.1499 -2.8848
C -18.8362 -11.0574 -3.9002
C -17.7238 -11.9160 -3.7780
C -16.9738 -11.7348 -2.6323
H -15.2660 -13.0781 -2.7195
H -14.6274 -12.2133 -0.4502
H -18.6426 -9.2521 -0.9295
H -20.0697 -9.5457 -3.0629
H -19.4804 -11.0627 -4.7823
H -17.4601 -12.6498 -4.5519
*
```

The value obtained for the HOMO-LUMO gap (spin up / spin down) is 0.1579 / 0.1648 Ha. The calculation puts the highest occupied orbital energy (spin up / spin down) at -12.3 / -12.5 eV.

***

4.
C33H39Br2ClN6NbO2P2 as an isolated structure. Source: the Open Molecules 2025 dataset; level of theory: ωB97M-V/def2-TZVPD.

```
! wB97M-V def2-TZVPD RIJCOSX def2/J DEFGRID3
* xyz -1 1
C 3.0258 -3.3744 -1.5143
C 1.9550 -3.4944 -0.4623
Br 2.4893 -2.8834 1.2880
C 0.7109 -3.9548 -0.4972
Br 0.1667 -4.4924 -2.2785
Nb -0.7967 -4.2685 1.2309
P -1.8981 -1.8859 0.5938
O -3.0858 -1.6154 1.5035
P -2.5106 -5.7592 0.0291
O -1.8596 -7.1677 -0.4941
Cl -4.0583 -6.4963 1.1874
H 2.6631 -2.7181 -2.3193
H 3.9448 -2.9534 -1.0949
H 3.2473 -4.3653 -1.9426
H -2.0708 -4.6662 2.4540
H 0.0809 -5.8450 1.4788
H -0.0808 -3.7293 2.7631
H -2.2615 -1.7727 -0.7811
H -0.9794 -0.7943 0.6076
H -1.6597 -7.7718 0.2452
N 1.3241 -0.6120 -2.6105
C -0.0039 -0.5844 -2.5050
C -0.7729 0.4955 -2.9168
C -0.1406 1.5984 -3.4646
C 1.2403 1.5779 -3.5784
C 1.9251 0.4555 -3.1353
H -0.4767 -1.4677 -2.0944
H -1.8483 0.4632 -2.7974
H -0.7143 2.4587 -3.7857
H 1.7845 2.4163 -3.9947
H 3.0078 0.4173 -3.2056
N -0.7181 4.6267 -1.4796
C -2.0415 4.6201 -1.3413
C -2.8589 5.6623 -1.7579
C -2.2705 6.7721 -2.3428
C -0.8904 6.7923 -2.4874
C -0.1625 5.6969 -2.0433
H -2.4730 3.7414 -0.8742
H -3.9293 5.5915 -1.6131
H -2.8743 7.6060 -2.6788
H -0.3839 7.6367 -2.9366
H 0.9177 5.6777 -2.1474
N 4.3574 -6.2711 6.6109
C 3.9718 -5.0070 6.7830
C 3.6067 -4.1658 5.7423
C 3.6429 -4.6568 4.4464
C 4.0377 -5.9715 4.2532
C 4.3820 -6.7323 5.3607
H 3.9529 -4.6482 7.8069
H 3.2971 -3.1488 5.9455
H 3.3686 -4.0385 3.6030
H 4.0713 -6.4011 3.2609
H 4.6912 -7.7651 5.2384
N -6.1577 4.1509 -0.8166
C -6.2982 3.9387 -2.1224
C -7.3154 3.1758 -2.6760
C -8.2323 2.5844 -1.8205
C -8.0900 2.7842 -0.4563
C -7.0418 3.5736 -0.0047
H -5.5594 4.4068 -2.7655
H -7.3748 3.0422 -3.7477
H -9.0365 1.9724 -2.2086
H -8.7729 2.3351 0.2520
H -6.9046 3.7471 1.0565
N -1.1207 0.4857 4.7949
C -1.5282 -0.7074 4.3546
C -1.2220 -1.9002 5.0042
C -0.4580 -1.8520 6.1577
C -0.0256 -0.6168 6.6199
C -0.3841 0.5151 5.9043
H -2.1312 -0.7305 3.4516
H -1.5691 -2.8406 4.5972
H -0.2005 -2.7629 6.6850
H 0.5767 -0.5274 7.5153
H -0.0627 1.4964 6.2406
N 5.3126 2.5388 -3.6059
C 4.6405 3.6847 -3.5124
C 4.7951 4.7374 -4.4037
C 5.6989 4.5964 -5.4450
C 6.4061 3.4092 -5.5514
C 6.1766 2.4144 -4.6110
H 3.9401 3.7606 -2.6872
H 4.2160 5.6429 -4.2797
H 5.8476 5.3951 -6.1606
H 7.1218 3.2499 -6.3470
H 6.7111 1.4724 -4.6692
*
```

The value obtained for the HOMO-LUMO gap is 0.2430 Ha. The calculation puts the highest occupied orbital energy at -5.0 eV.

***

5.
C33H39BrN2O2Sn as an isolated structure. Source: the Open Molecules 2025 dataset; level of theory: ωB97M-V/def2-TZVPD.

```
! wB97M-V def2-TZVPD RIJCOSX def2/J DEFGRID3
* xyz 2 1
Sn -1.1396 0.0643 0.1047
Br -2.8055 -2.0493 -0.6461
C -3.9062 -0.8549 -1.6747
C -4.8770 -1.4141 -2.4470
C -5.7108 -0.5702 -3.2085
C -5.5510 0.7828 -3.1522
C -4.5523 1.3681 -2.3377
C -4.4112 2.7765 -2.2587
C -3.4694 3.3527 -1.4598
C -2.5879 2.5366 -0.7213
C -2.6904 1.1693 -0.7833
C -3.6848 0.5408 -1.5779
H -5.0173 -2.4858 -2.4747
H -6.4786 -1.0104 -3.8290
H -6.1959 1.4347 -3.7274
H -5.0767 3.3923 -2.8505
H -3.3823 4.4285 -1.3981
H -1.8319 3.0128 -0.1074
O -0.7115 1.4627 2.1321
C -1.3618 0.5646 2.6940
O -1.8585 -0.4070 2.0412
C -1.5891 0.5780 4.1961
N -0.9911 1.8656 4.7303
C 0.0127 1.5005 5.7997
C 0.4867 0.1286 5.3558
C -0.8140 -0.5436 4.9115
H -2.6602 0.5419 4.3838
H -1.6929 2.5306 5.0524
H -0.5186 2.2783 3.9112
H -0.5151 1.4512 6.7506
H 0.7776 2.2707 5.8521
H 0.9804 -0.4068 6.1629
H 1.1891 0.2190 4.5253
H -1.3786 -0.8851 5.7782
H -0.6657 -1.3962 4.2518
C -1.7831 0.5529 -4.9866
C -0.4994 0.3467 -4.2326
C 0.7346 0.5744 -4.8239
C 1.9115 0.3923 -4.1157
C 3.2497 0.5709 -4.7759
C 1.8483 0.0425 -2.7659
C 0.6311 -0.2163 -2.1490
C -0.5230 -0.0935 -2.9149
N 0.4964 -0.6986 -0.7897
C 1.6523 -0.9421 0.1010
C 2.5676 0.2705 0.3311
C 3.7181 -0.1149 1.2689
C 3.1487 -0.5383 2.6221
C 2.2452 -1.7593 2.4267
C 3.0583 -2.9160 1.8395
C 3.6048 -2.4882 0.4780
C 4.5162 -1.2703 0.6528
C 2.4462 -2.1432 -0.4643
C 1.1172 -1.3886 1.4587
H -1.5933 0.8010 -6.0286
H -2.3577 1.3691 -4.5442
H -2.4057 -0.3440 -4.9580
H 0.7806 0.8807 -5.8622
H 3.1405 0.8600 -5.8187
H 3.8194 -0.3590 -4.7416
H 3.8398 1.3357 -4.2688
H 2.7772 -0.0546 -2.2305
H -1.4779 -0.3707 -2.4959
H 1.9660 1.0769 0.7771
H 2.9743 0.6558 -0.5979
H 4.3713 0.7500 1.4001
H 2.5779 0.2977 3.0448
H 3.9547 -0.7759 3.3197
H 1.8108 -2.0682 3.3833
H 2.4380 -3.8107 1.7426
H 3.8823 -3.1585 2.5140
H 4.1666 -3.3116 0.0331
H 4.9352 -0.9665 -0.3101
H 5.3549 -1.5265 1.3040
H 1.7634 -2.9911 -0.5627
H 2.8298 -1.9146 -1.4565
H 0.5590 -0.5501 1.9008
H 0.4317 -2.2337 1.3164
*
```

The value obtained for the HOMO-LUMO gap is 0.2606 Ha. The calculation puts the highest occupied orbital energy at -13.0 eV. Its relative energy (zero: lowest compared OMol25 entry of this formula, charge and spin) is 6.0 kcal per mole.

***

6.
C33H39Cl2HoN8S as an isolated structure. Source: the Open Molecules 2025 dataset; level of theory: ωB97M-V/def2-TZVPD.

```
! wB97M-V def2-TZVPD RIJCOSX def2/J DEFGRID3
* xyz 0 5
Ho -13.9029 -15.2832 -0.8143
C -15.6939 -11.4085 -3.0142
C -16.4416 -12.6879 -2.5115
C -16.2273 -13.0855 -1.0450
N -16.0201 -14.5197 -0.8382
C -17.0911 -15.3087 -0.6928
C -18.4139 -14.8425 -0.9372
C -19.6105 -15.2402 -0.3624
C -19.8390 -16.4191 0.3307
C -18.9474 -17.4953 0.4965
C -17.6955 -17.7038 -0.0387
C -16.7624 -16.7041 -0.4071
N -15.4812 -16.9547 -0.6411
C -15.0589 -18.3275 -0.6960
C -13.6879 -18.5157 -1.2056
C -13.4346 -17.9449 -2.6274
N -13.2909 -16.5016 -2.6417
C -13.1515 -15.9878 -3.8531
C -13.2957 -16.6753 -5.0510
C -13.3803 -16.1721 -6.3341
C -12.7540 -15.0277 -6.8194
C -12.1141 -13.9868 -6.1412
C -12.2497 -13.7699 -4.7819
C -12.9714 -14.5281 -3.8106
N -13.4335 -13.9840 -2.7046
C -13.4113 -12.5052 -2.5685
C -14.2804 -11.7378 -3.5658
H -15.6640 -10.6244 -2.2413
H -16.2635 -10.9595 -3.8405
H -16.1159 -13.5433 -3.1447
H -17.5226 -12.5636 -2.7655
H -17.0709 -12.6779 -0.4409
H -15.3635 -12.5643 -0.7043
H -18.4438 -13.9673 -1.5435
H -20.4513 -14.5297 -0.4325
H -20.8263 -16.6159 0.7130
H -19.3040 -18.3016 1.1568
H -17.2707 -18.7223 0.0364
H -15.7542 -18.9164 -1.3683
H -15.2425 -18.7939 0.2872
H -13.4800 -19.6061 -1.2441
H -12.9691 -18.0925 -0.4405
H -14.2900 -18.2248 -3.2688
H -12.5481 -18.4476 -3.0042
H -13.4363 -17.7843 -4.9692
H -13.9777 -16.7622 -7.0621
H -12.8050 -14.9243 -7.8935
H -11.6157 -13.2142 -6.6957
H -11.7998 -12.8730 -4.3645
H -12.3711 -12.1178 -2.5372
H -13.7602 -12.3241 -1.5407
H -14.3836 -12.2145 -4.5537
H -13.7798 -10.7774 -3.7751
Cl -13.1748 -12.8749 0.9065
C -11.4959 -12.9904 1.4425
C -11.2008 -12.2884 2.6032
C -9.9452 -12.3979 3.1886
C -9.0206 -13.2539 2.6214
C -9.3547 -13.9808 1.4750
Cl -8.0993 -15.0056 0.9329
C -10.6178 -13.9246 0.8643
S -11.0174 -14.7781 -0.5607
H -11.9622 -11.5998 3.0315
H -9.7457 -11.8446 4.0924
H -7.9932 -13.2833 3.0313
C -16.2298 -18.9717 4.9320
C -14.7449 -19.3347 4.5863
C -14.6539 -20.3302 3.4260
C -13.8852 -18.0965 4.5358
N -14.0307 -17.3157 3.3097
C -14.4595 -16.0648 3.0909
N -13.8958 -15.6327 1.9335
N -13.3012 -16.6867 1.3920
N -13.2998 -17.7074 2.1897
H -16.8751 -19.8462 4.7915
H -16.5496 -18.1342 4.2823
H -16.3885 -18.6172 5.9638
H -14.4488 -19.8380 5.5279
H -14.9357 -19.8529 2.4683
H -15.2671 -21.2389 3.5832
H -13.5604 -20.6400 3.3048
H -12.8329 -18.4393 4.6109
H -14.1838 -17.4844 5.4064
H -14.9871 -15.3981 3.7631
*
```

The value obtained for the HOMO-LUMO gap (spin up / spin down) is 0.2428 / 0.2437 Ha. The calculation puts the highest occupied orbital energy (spin up / spin down) at -6.7 / -6.7 eV. Its relative energy (zero: lowest compared OMol25 entry of this formula, charge and spin) is 0.0 kcal per mole.